A molecular structure, C22H23O3PPdS6. Source: the OMol25 dataset; level of theory: wB97M-V/def2-TZVPD.

Structure (ORCA input):
```
! RIJCOSX wB97M-V def2-TZVPD def2/J DEFGRID3
* xyz 0 1
Pd 1.5937 -0.5115 0.8973
O 1.7017 -2.3197 3.8344
C 0.9377 -1.6104 3.2270
O 1.1089 -0.3451 2.9108
C -0.4139 -2.1208 2.6820
P -0.3896 -1.5810 0.9315
C -0.6724 -3.1065 -0.0053
C 0.3782 -3.7803 -0.6143
C 0.1559 -5.0065 -1.2296
C -1.1117 -5.5629 -1.2373
C -2.1667 -4.8977 -0.6212
C -1.9482 -3.6786 -0.0052
C -1.8163 -0.5209 0.6097
C -2.1617 0.4278 1.5700
C -3.2041 1.3090 1.3314
C -3.8894 1.2655 0.1246
C -3.5262 0.3424 -0.8464
C -2.4899 -0.5492 -0.6076
H -1.2129 -1.6242 3.2328
H -0.5293 -3.1996 2.7448
H 1.3677 -3.3440 -0.6147
H 0.9817 -5.5214 -1.7025
H -1.2817 -6.5168 -1.7195
H -3.1574 -5.3331 -0.6178
H -2.7737 -3.1693 0.4781
H -1.5928 0.4946 2.4897
H -3.4778 2.0349 2.0866
H -4.7075 1.9508 -0.0596
H -4.0552 0.3087 -1.7904
H -2.2134 -1.2688 -1.3682
C 3.8539 2.0160 0.9384
S 3.8339 0.2316 1.2769
C 4.5703 -0.3492 -0.2099
C 3.8254 -0.7367 -1.2598
S 2.0862 -0.7872 -1.3244
S 4.7271 -1.1702 -2.6864
C 6.3220 -0.8274 -2.0729
S 7.6802 -1.0070 -2.9599
S 6.3037 -0.3201 -0.4150
H 3.5490 2.5227 1.8520
H 3.1720 2.2476 0.1249
H 4.8707 2.3062 0.6822
O 0.2451 1.8189 0.2334
S 0.4509 2.9375 -0.7377
C -0.0972 4.4506 0.1065
C -1.6149 4.4665 0.0065
C -1.9075 4.1332 -1.4535
C -1.0398 2.9247 -1.8021
H 0.3518 5.2994 -0.4156
H 0.3039 4.3958 1.1174
H -2.0312 5.4289 0.3051
H -2.0287 3.6953 0.6593
H -1.6370 4.9847 -2.0828
H -2.9618 3.9171 -1.6302
H -0.7457 2.8708 -2.8488
H -1.5156 1.9850 -1.5149
*
```

Summary:
ΔE to the lowest compared entry with this formula, charge and spin: 52.42 kJ/mol
HOMO energy: -7.6 eV
lowest unoccupied orbital energy: -0.42 eV

=====

A molecular structure, C2H4N2O2 at a distorted geometry. Source: the OMol25 dataset; level of theory: wB97M-V/def2-TZVPD.

Structure (ORCA input):
```
! RIJCOSX wB97M-V def2-TZVPD def2/J DEFGRID3
* xyz 0 1
C 0.1889 -0.7891 0.8451
C 0.5932 -1.2820 -0.3744
N -0.2745 0.3443 0.1190
N 0.4039 0.0083 -1.0047
O 0.2547 2.2376 0.9711
O -0.4594 0.0464 -2.1081
H 0.1211 -1.1407 1.8402
H 0.9013 -2.2545 -0.6610
H 0.4426 1.7891 1.7879
H 0.0269 0.4008 -2.7918
*
```

Summary:
ΔE to the lowest compared entry with this formula, charge and spin: 938.46 kJ/mol
HOMO energy: -9.3 eV
lowest unoccupied orbital energy: -1.45 eV

=====

2 unconnected molecules or ions with the total composition C22H24N5O8 at a distorted geometry. Source: the OMol25 dataset; level of theory: wB97M-V/def2-TZVPD.

Structure (ORCA input):
```
! RIJCOSX wB97M-V def2-TZVPD def2/J DEFGRID3
* xyz 1 1
O 0.8858 0.9997 0.4631
O 5.4939 -1.6687 -2.7006
O 2.5380 1.7525 -2.4386
O -6.3931 2.7570 -1.7081
O -7.6317 4.2401 -0.6979
O -0.8293 1.3004 -0.9707
O -0.9058 -0.8042 4.7413
O -4.7631 -0.2530 1.9462
C -0.3131 1.0002 0.2399
C 4.4315 -2.1915 -3.0044
C 3.3295 0.8250 -2.5366
C 3.8243 -2.8002 0.8019
C 3.1187 -1.6910 0.4291
C 1.7754 -2.9537 1.6470
C -6.4580 2.8296 3.0122
C -5.7635 1.6196 3.0673
C -2.8510 -0.5314 3.3499
C -0.6683 0.1189 2.5697
C -2.5841 0.3891 1.1293
C -6.8219 3.3712 1.7765
C -5.8193 1.4807 0.6574
C -1.4797 -0.4072 3.5684
C -3.4148 -0.1167 2.1399
C -5.4335 0.9407 1.8903
C -1.1956 0.5065 1.3192
C -6.5063 2.7131 0.5678
N 2.9704 -3.5819 1.5634
N 4.4509 0.9094 -3.2605
N 3.2485 -1.7358 -2.5822
N -6.8642 3.2696 -0.6852
N 1.8491 -1.7949 0.9588
C 4.4149 -3.4188 -3.8860
C 4.8665 2.0742 -4.0460
C 3.6194 -0.5508 -0.4207
C 2.9808 -0.4931 -1.8219
H -0.0907 1.6618 -1.4939
H -1.5764 -0.8798 5.4418
H 4.8572 -3.0135 0.5417
H 0.9135 -3.2945 2.2168
H -6.7158 3.3535 3.9289
H -5.4843 1.1977 4.0269
H -3.5027 -0.9467 4.1108
H 0.3876 0.2390 2.7952
H -3.0312 0.6875 0.1848
H -7.3554 4.3190 1.7661
H -5.5752 0.9214 -0.2404
H 3.2147 -4.4643 2.0052
H 5.0701 0.1067 -3.2428
H 2.4442 -2.2543 -2.8989
H 1.1522 -1.0526 0.9109
H 3.9814 -4.2576 -3.3446
H 3.8331 -3.2156 -4.7845
H 5.4385 -3.6636 -4.1723
H 4.6965 1.8848 -5.1074
H 5.9274 2.2744 -3.8859
H 4.2973 2.9605 -3.7550
H 3.4092 0.3854 0.1006
H 4.7050 -0.6161 -0.5103
H 1.9026 -0.4379 -1.6729
*
```

Summary:
ΔE to the lowest compared entry with this formula, charge and spin: 4.13 kJ/mol
HOMO energy: -11.7 eV
lowest unoccupied orbital energy: -2.86 eV

=====

A gas-phase ion, CH3NO3P (charge -1) at a distorted geometry. Source: the OMol25 dataset; level of theory: wB97M-V/def2-TZVPD.

Structure (ORCA input):
```
! RIJCOSX wB97M-V def2-TZVPD def2/J DEFGRID3
* xyz -1 1
C 0.7087 -1.2526 -0.1692
N -1.1555 0.1351 1.3740
O 0.8631 1.5849 0.3580
O 1.8303 -1.4675 -0.4897
O -0.6170 0.4582 -1.4160
P 0.0099 0.3880 0.3280
H -0.0727 -2.0295 -0.2528
H -1.3849 0.8900 2.0630
H -0.1819 1.2935 -1.7954
*
```

Summary:
ΔE to the lowest compared entry with this formula, charge and spin: 142.66 kJ/mol
HOMO energy: -4.4 eV
SMILES: N=[P@]([O-])(O)C=O
lowest unoccupied orbital energy: 4.21 eV

=====

A gas-phase ion, C21H35N4O4 (charge +1). Source: the OMol25 dataset; level of theory: wB97M-V/def2-TZVPD.

Structure (ORCA input):
```
! RIJCOSX wB97M-V def2-TZVPD def2/J DEFGRID3
* xyz 1 1
C -7.0739 -0.4850 0.1592
C -6.1804 -0.2782 1.3772
O -4.9893 -1.0462 1.3175
C -3.9742 -0.6634 0.5104
C -2.8947 -1.5475 0.4453
C -1.7892 -1.2554 -0.3249
C -1.7140 -0.0703 -1.0724
C -2.7946 0.8001 -1.0056
C -3.9042 0.5139 -0.2272
H -4.7111 1.2279 -0.2141
H -2.7897 1.7168 -1.5720
O -0.5905 0.1088 -1.8159
C -0.5416 1.2080 -2.7139
C 0.7976 1.1671 -3.4303
H 1.6022 1.3327 -2.7198
H 0.9345 0.2035 -3.9138
H 0.8295 1.9472 -4.1845
H -0.6398 2.1499 -2.1606
H -1.3684 1.1291 -3.4322
N -0.7150 -2.1894 -0.4021
C 0.5378 -1.9084 -0.0657
O 0.8527 -0.8597 0.5079
C 1.5390 -3.0231 -0.4010
N 2.9078 -2.8582 -0.0021
C 3.8404 -2.1652 -0.8461
H 4.8228 -2.6215 -0.6838
C 3.9211 -0.6476 -0.5485
N 3.3635 -0.3963 0.7956
C 3.5204 0.9975 1.2401
H 4.5553 1.3207 1.0884
H 3.2803 1.0578 2.3023
C 2.5858 1.9170 0.4205
O 2.6494 1.9445 -0.7905
N 1.7363 2.6388 1.1522
H 1.7241 2.5671 2.1579
C 0.7401 3.5297 0.5725
C -0.6515 3.0316 0.9507
H -1.4092 3.6309 0.4549
H -0.7788 1.9921 0.6570
H -0.8047 3.1102 2.0251
C 0.9814 4.9565 1.0523
H 0.8698 5.0212 2.1327
H 0.2621 5.6275 0.5930
H 1.9811 5.2865 0.7821
H 0.8825 3.4718 -0.5105
C 3.8799 -1.3983 1.7417
H 3.6302 -1.1094 2.7629
H 4.9677 -1.4485 1.6517
C 3.2268 -2.7566 1.4049
H 3.9214 -3.5599 1.6827
H 2.3138 -2.8871 1.9878
H 2.2783 -0.5935 0.6961
H 3.3451 -0.0612 -1.2653
H 4.9589 -0.3072 -0.5788
H 3.5744 -2.3233 -1.8905
H 1.1621 -3.9468 0.0564
H 1.5215 -3.1669 -1.4847
H -0.9280 -3.0922 -0.8038
H -2.9421 -2.4647 1.0102
H -5.9466 0.7834 1.5203
H -6.6863 -0.6429 2.2745
H -6.5792 -0.1584 -0.7523
H -7.3205 -1.5386 0.0577
H -7.9931 0.0800 0.2828
*
```

Summary:
ΔE to the lowest compared entry with this formula, charge and spin: 11.71 kJ/mol
HOMO energy: -10.3 eV
SMILES: CCOc1ccc(OCC)c(NC(=O)CN2CC[NH+](CC(=O)NC(C)C)CC2)c1
lowest unoccupied orbital energy: -1.98 eV

=====

A molecular structure, C28H35N5P2SSn at a distorted geometry. Source: the OMol25 dataset; level of theory: wB97M-V/def2-TZVPD.

Structure (ORCA input):
```
! RIJCOSX wB97M-V def2-TZVPD def2/J DEFGRID3
* xyz 2 1
Sn -2.4718 0.9156 2.3702
C 0.4799 -6.2669 1.0239
C 0.5763 -5.0047 1.4425
C 0.3366 -3.6097 0.8754
C -1.1010 -3.0223 0.7024
C -1.8583 -3.5133 -0.4823
C -1.5204 -4.6024 -1.2276
C -0.2651 -5.4320 -1.2440
C -0.2043 -6.6647 -0.2454
C -4.0154 -0.4959 3.3189
H 0.7402 -7.0215 1.7869
H 0.3752 -4.9331 2.5254
H 0.9020 -3.3684 -0.0339
H 0.7389 -2.9655 1.6909
H -1.6092 -3.1960 1.6682
H -0.9751 -1.9242 0.5689
H -2.7070 -2.8890 -0.8084
H -2.2141 -4.8801 -2.0440
H 0.6895 -4.8743 -1.2149
H -0.1746 -5.8375 -2.2653
H -1.2126 -7.0534 -0.0039
H 0.3420 -7.4765 -0.7448
H -4.2692 -0.4861 4.3998
H -3.7403 -1.5391 3.0367
H -4.8651 -0.0773 2.7455
P -1.2744 1.9377 -0.4636
P 1.8225 1.4704 1.0557
N -1.7313 1.3545 -2.0811
N -2.0545 3.5641 -0.7419
N 2.8066 0.7617 -0.2169
N 3.2719 2.3449 1.7247
C 0.3316 2.4154 -1.1069
C 1.3192 2.8685 -0.0212
C -2.7494 0.4159 -2.2410
C -3.0243 0.3003 -3.5952
C -2.1607 1.1985 -4.2970
C -1.3779 1.8442 -3.3436
C -3.0155 4.0148 0.1637
C -3.2619 5.3555 -0.0862
C -2.4423 5.7418 -1.1938
C -1.7473 4.6168 -1.6030
C 2.7494 -0.6282 -0.4146
C 3.3766 -0.9341 -1.6217
C 3.8602 0.3038 -2.1789
C 3.4486 1.3168 -1.3305
C 4.5434 2.7010 1.2653
C 5.2220 3.3623 2.3004
C 4.2902 3.5083 3.3888
C 3.0864 2.9446 2.9765
H 0.2615 3.3195 -1.7224
H 0.7306 1.5867 -1.7281
H 2.2238 3.2651 -0.5386
H 0.9067 3.6359 0.6679
H -3.1508 -0.0819 -1.3667
H -3.7734 -0.3500 -4.0182
H -2.1123 1.3915 -5.3521
H -0.5742 2.5578 -3.4782
H -3.4144 3.3178 0.8959
H -3.9495 5.9839 0.4583
H -2.3656 6.7271 -1.6331
H -1.0650 4.4915 -2.4344
H 2.2574 -1.2360 0.3348
H 3.4568 -1.9182 -2.0628
H 4.4457 0.4364 -3.0814
H 3.5531 2.3753 -1.4672
H 4.8769 2.4638 0.2748
H 6.2407 3.6952 2.2794
H 4.4693 3.9542 4.3442
H 2.1232 2.8887 3.4465
S -0.4981 -0.3021 3.4330
C -0.8933 -1.8368 4.0472
N -1.0158 -2.9270 4.5219
*
```

Summary:
ΔE to the lowest compared entry with this formula, charge and spin: 176.47 kJ/mol
HOMO energy (alpha / beta): -12.2 / -12.2 eV
lowest unoccupied orbital energy (alpha / beta): -9.33 / -9.59 eV

=====

2 unconnected molecules or ions with the total composition C5H9Br at a distorted geometry. Source: the OMol25 dataset; level of theory: wB97M-V/def2-TZVPD.

Structure (ORCA input):
```
! RIJCOSX wB97M-V def2-TZVPD def2/J DEFGRID3
* xyz 0 1
C -2.3093 0.9235 -0.1448
C -1.4711 1.9148 -0.0786
C 0.5504 -0.9579 -1.0515
C 1.6586 -0.8258 1.1752
C 1.3512 -0.3647 -0.2083
Br 2.3905 1.0547 -0.9042
H -3.0599 0.7490 0.5656
H -2.1138 0.1394 -0.8515
H -1.2008 2.5014 0.7857
H -0.1013 -1.8031 -0.7249
H -0.7135 1.9814 -0.8099
H 0.2248 -0.5174 -1.9347
H 2.5564 -1.4174 1.1862
H 1.8598 -0.0026 1.8545
H 0.8393 -1.2946 1.5356
*
```

Summary:
ΔE to the lowest compared entry with this formula, charge and spin: 102.02 kJ/mol
HOMO energy: -9.4 eV
SMILES: C=C(C)Br.C=C
lowest unoccupied orbital energy: 0.87 eV

=====

2 unconnected molecules or ions with the total composition C6H13NO2 at a distorted geometry. Source: the OMol25 dataset; level of theory: wB97M-V/def2-TZVPD.

Structure (ORCA input):
```
! RIJCOSX wB97M-V def2-TZVPD def2/J DEFGRID3
* xyz 0 1
C 2.8571 -0.9562 0.2157
C -0.3732 -0.7102 -1.4259
C -2.1641 0.0967 0.1459
C -0.3716 1.6763 -0.6574
C -0.6856 0.2303 -0.2643
C 0.1393 -0.1642 0.9333
N 2.3469 0.1633 0.2288
O 0.2111 0.6533 2.0133
O 0.1897 -1.4621 1.2449
H 3.9111 -1.1101 -0.0348
H 2.3157 -1.8929 0.4458
H 0.6671 -0.5915 -1.7126
H -0.5380 -1.7435 -1.1322
H -1.0087 -0.4787 -2.2767
H -2.3655 0.6715 1.0481
H -2.8027 0.4710 -0.6511
H -2.4097 -0.9446 0.3380
H -0.8010 1.8892 -1.6325
H -0.7944 2.3858 0.0541
H 0.7072 1.8056 -0.7130
H 0.3783 1.5549 1.7098
H 0.5913 -1.5439 2.1227
*
```

Summary:
ΔE to the lowest compared entry with this formula, charge and spin: 311.46 kJ/mol
HOMO energy: -7.2 eV
lowest unoccupied orbital energy: 0.64 eV

=====

Which value of ΔE to the lowest compared entry with this formula, charge and spin does entry 8 give? 311.46 kJ/mol